Entry from the OMol25 dataset: a molecular structure, C5H4AuNO5 at a distorted geometry (the ωB97M-V functional and the def2-TZVPD basis).

Its expectation value of S² is 2.012. The spin multiplicity is 3. The calculation puts the energy above the lowest of the compared OMol25 structures with the same formula, charge and spin at 54.2 kcal/mol. The LUMO energy (alpha / beta) comes out at -9.048 / -14.571 eV. As for the charge: +2. The max |F| comes out at 7.89 eV/Å.

Atoms and positions in Å:
O -0.0455 5.0504 -0.1001
C -0.0429 3.9802 0.2264
Au 0.0356 -0.9282 -0.7366
C 0.0571 -2.8598 -0.1234
O 0.0513 -3.9905 0.0974
C -0.1676 -0.9837 -4.8966
O -0.2443 -0.8477 -6.0236
C 1.8921 -0.1947 -0.1745
O 2.9219 0.0083 0.3630
C -1.8699 -0.2172 -0.2408
O -2.8298 -0.0461 0.3545
H 0.2062 0.6629 -0.1829
N 0.0190 0.0511 2.5812
H 0.8229 -0.3739 3.0631
H -0.8144 -0.3657 3.0512
H 0.0082 1.0546 2.7418

Atoms 1-6, force components in eV/Å:
O 0.00 0.01 -0.01
C 0.00 -0.10 0.04
Au -0.15 0.27 0.87
C -0.12 -6.05 0.42
O 0.06 4.47 -0.69
C -0.15 0.30 -2.10